# C3H4N4O

A single C3H4N4O molecule in a non-equilibrium geometry (ωB97M-V/def2-TZVPD, OMol25).

Geometry as XYZ:
```
12
Properties=species:S:1:pos:R:3:forces:R:3:lowdin_charge:R:1
H -3.443 -0.625 0.052 -0.79 0.85 0.14 0.03
N -2.572 -1.094 0.075 3.46 0.08 -0.58 0.15
C -1.586 -0.281 -0.079 -1.18 -0.78 -0.11 -0.43
N -1.611 1.073 -0.113 -0.86 0.83 0.36 0.04
N -0.538 1.770 -0.005 -0.39 0.87 -0.45 0.01
C 0.665 1.257 -0.067 3.15 -2.13 0.93 -0.12
C 0.810 -0.173 -0.142 1.12 3.02 1.03 -0.38
N 2.005 -0.810 0.006 -0.35 -1.32 0.01 0.17
O -0.268 -0.837 -0.237 -1.40 -2.97 0.07 0.13
H 1.615 1.791 0.263 -1.74 -0.10 -0.79 0.12
H 2.850 -0.228 -0.021 -0.76 -0.68 0.14 0.12
H 2.073 -1.844 0.267 -0.26 2.32 -0.76 0.16
```
Forces are in eV/Å.

Properties
Frontier orbital gap: 8.38 eV
F_max: 3.9 eV/A
Lowest unoccupied orbital energy: 0.005 eV
Structure (SMILES): [H]/N=c1\nncc(N)o1
Relative energy (zero: lowest compared OMol25 entry of this formula, charge and spin): 2.832 eV
Calculated total energy: -410.89921 hartree

=====

# C3H4N4O

A single C3H4N4O molecule in a non-equilibrium geometry (ωB97M-V/def2-TZVPD, OMol25).

Geometry as XYZ:
```
12
Properties=species:S:1:pos:R:3:forces:R:3:lowdin_charge:R:1
N -0.570 1.345 -2.292 -4.72 -1.68 -0.02 -0.07
N -1.066 1.409 -0.827 0.91 -2.50 0.25 0.02
C -0.529 0.442 -0.087 1.12 1.33 -3.44 -0.31
C 0.556 -0.327 -0.759 2.37 -3.14 -1.86 -0.08
C 1.266 -1.249 -0.068 -2.61 3.00 4.27 -0.07
O 1.041 -1.334 1.384 -0.25 0.45 -2.04 -0.14
N -0.072 -0.454 2.058 0.41 -0.69 -1.90 0.12
N -0.761 0.246 1.353 0.68 0.62 -1.18 0.08
H -0.396 0.299 -2.554 -0.45 2.45 0.81 0.04
H -1.598 1.439 -2.812 3.34 0.35 1.66 0.13
H 1.000 -0.403 -1.977 -1.72 0.87 4.06 0.18
H 2.189 -1.685 -0.292 0.91 -1.04 -0.59 0.09
```
Forces are in eV/Å.

Properties
Frontier orbital gap: 8.84 eV
F_max: 5.8 eV/A
Lowest unoccupied orbital energy: -0.502 eV
Structure (SMILES): N/N=c1\cconn1
Relative energy (zero: lowest compared OMol25 entry of this formula, charge and spin): 7.143 eV
Calculated total energy: -410.74080 hartree

=====

# C3H4N4O2

A single C3H4N4O2 molecule in a non-equilibrium geometry (ωB97M-V/def2-TZVPD, OMol25).

Geometry as XYZ:
```
13
Properties=species:S:1:pos:R:3:forces:R:3:lowdin_charge:R:1
C -0.898 -1.085 0.007 1.22 -0.37 2.54 -0.16
C 1.094 0.188 -0.037 -2.06 1.79 1.41 -0.32
C -0.467 1.932 0.170 -2.32 -0.78 -0.83 -0.03
N 0.282 -0.818 -0.247 -1.51 -1.44 -2.77 0.17
N 0.672 1.405 0.276 4.06 -0.86 -0.47 0.07
N -2.078 -1.544 -0.028 -2.05 -0.58 -1.31 0.11
N 2.455 -0.156 -0.049 1.17 -0.43 0.58 -0.37
O 3.261 0.663 -0.407 0.57 1.01 -0.34 0.09
O 2.729 -1.298 0.292 -0.12 -0.38 -0.03 0.07
H -1.426 1.469 -0.165 0.74 -0.11 0.18 0.08
H -0.464 2.961 0.302 -0.51 1.88 0.55 0.04
H -2.366 -2.187 0.689 -0.12 0.17 0.51 0.11
H -2.795 -1.531 -0.802 0.93 0.10 -0.01 0.13
```
Forces are in eV/Å.

Properties
Frontier orbital gap (spin up / spin down): 5.84 / 8.10 eV
F_max: 4.2 eV/A
Lowest unoccupied orbital energy (spin up / spin down): 0.188 / -1.856 eV
Relative energy (zero: lowest compared OMol25 entry of this formula, charge and spin): 4.250 eV
2S+1: 3
Calculated total energy: -485.92036 hartree